# 1
C21H32F3IN2O8PSTi | ωB97M-V/def2-TZVPD

Calculated values
Net charge: -1
Max |F|: 6.48 eV/Å
ΔE to the lowest compared entry with this formula, charge and spin: 0.638 eV
2S+1: 3
HOMO energy (alpha / beta): -1.345 / -5.879 eV
⟨S²⟩: 2.01
HOMO-LUMO gap (alpha / beta): 0.1292 / 0.2955 Ha
M: 735.30 Da
LUMO (alpha / beta): 2.169 / 2.162 eV

```
70
Properties=species:S:1:pos:R:3:forces:R:3
Ti -0.4301 1.7786 0.0296 -0.533 -3.005 -3.562
O -0.1179 5.2194 1.5652 -0.033 0.666 -0.033
C 0.2768 4.3678 0.8090 -1.903 -2.165 -0.566
O -0.4840 3.6221 -0.0101 0.402 4.762 0.825
C 1.6856 3.8786 0.8164 1.545 0.298 0.250
C 2.0599 3.3492 -0.5621 0.424 -3.034 1.326
C 3.5454 3.2274 -0.7497 0.789 0.083 -0.743
C 3.9928 2.2520 0.3651 0.926 -1.220 0.185
C 2.6647 1.6456 0.8374 -1.402 0.880 -0.891
O 1.7190 1.8387 -0.3494 2.424 0.793 0.831
C 2.0585 2.6628 1.8100 0.108 0.500 -0.228
C 0.8941 2.0836 2.6143 -1.874 -0.694 -2.048
O 0.8068 2.0304 3.8123 0.588 0.089 0.487
O -0.0682 1.6030 1.7835 2.295 0.055 6.059
H 2.3144 4.7359 1.1015 -0.060 -0.231 -0.108
H 1.4618 3.6301 -1.3909 -0.389 0.538 -0.630
H 3.7908 2.8522 -1.7737 -0.373 -0.132 0.862
H 4.0651 4.1684 -0.7236 0.092 0.673 0.356
H 4.5789 1.4401 -0.0893 0.037 0.249 0.052
H 4.6327 2.6020 1.2608 -1.177 -0.026 -1.533
H 2.7247 0.5850 1.1831 -0.373 0.977 -0.453
H 2.9000 2.9951 2.4033 -0.321 0.148 0.828
F -0.4266 -0.4587 -4.2549 -0.535 0.700 -0.585
C -1.3872 0.4579 -4.1371 -1.668 0.709 0.092
F -1.9710 0.8221 -5.3433 1.181 -1.038 1.110
F -2.3933 -0.1014 -3.3858 0.983 0.389 -0.903
S -0.8882 2.0241 -3.2431 4.020 -2.764 3.260
O -2.0920 2.7226 -3.0529 -2.442 1.384 -0.435
O 0.1922 2.7449 -3.8655 -0.569 -0.699 -0.468
O -0.4345 1.2975 -1.9614 -0.923 1.107 -3.827
I -6.0818 0.0501 1.9821 0.687 0.721 -0.437
C -4.5622 1.0686 0.9304 1.739 1.178 -0.643
C -4.6099 1.7170 -0.3103 -1.786 -0.476 -0.125
N -3.3798 1.9491 -0.8018 0.183 0.023 1.759
N -2.4560 1.6383 0.2125 -0.823 0.284 -1.403
C -3.1474 1.1755 1.2423 -1.292 -0.886 0.348
H -5.4845 2.1486 -0.8061 0.305 -0.701 -0.060
H -3.1118 2.3489 -1.7375 0.083 -0.398 1.407
H -2.6113 0.9854 2.1711 -0.213 -0.178 -0.317
C -0.2110 -4.0884 -1.3699 0.034 -0.438 1.172
C -0.7991 -2.6740 -1.1562 -0.124 0.861 -0.642
C -2.3554 -2.7639 -1.2550 0.833 -0.004 -0.972
P -0.2011 -1.5485 0.2604 -0.084 -0.173 -1.419
C -1.1173 -2.1132 1.7932 -0.244 0.505 -0.355
C -1.5490 -3.6006 1.9398 0.399 1.411 0.527
C -0.3019 -1.6151 3.0043 -1.835 -0.487 1.492
C 1.6180 -2.0572 0.2894 0.891 1.273 -0.033
C 1.9898 -3.2440 1.1515 1.358 0.450 1.418
C 2.3866 -2.0000 -1.1041 -0.510 -1.057 -0.310
H -0.1313 -4.3050 -2.4226 -0.166 -0.136 -0.507
H -0.8829 -4.8419 -0.9039 0.264 0.369 -0.347
H 0.7852 -4.3143 -0.9452 -0.500 0.527 -0.225
H -0.5366 -2.0171 -2.0638 -0.106 -0.960 1.239
H -2.8730 -3.3075 -0.4495 0.417 0.070 -0.378
H -2.5089 -3.2709 -2.2538 -0.425 0.498 1.084
H -2.7325 -1.7411 -1.2960 -0.305 -0.090 -0.089
H -2.0686 -1.5001 1.6633 1.178 -0.478 0.382
H -2.5316 -3.7349 1.5092 -0.001 -0.360 -0.212
H -1.6117 -3.8284 3.0083 -0.010 -0.153 -0.091
H -0.7826 -4.1953 1.4814 0.070 -0.759 -0.193
H -0.9996 -1.3373 3.8397 0.503 0.140 -0.770
H 0.3991 -0.8270 2.8789 0.231 1.035 -0.535
H 0.2650 -2.4036 3.4652 0.284 -0.763 -0.075
H 2.1595 -1.2073 0.7688 -0.847 -0.397 0.152
H 1.7447 -4.2039 0.7424 -0.497 -0.521 0.032
H 1.6705 -3.1295 2.2457 0.213 -0.332 -1.765
H 3.1008 -3.2214 1.1707 -0.372 -0.254 0.217
H 1.8899 -2.6074 -1.9102 0.236 0.896 0.626
H 3.3803 -2.5007 -1.0202 -0.525 0.417 0.360
H 2.5782 -0.9592 -1.4433 -0.482 -0.644 0.175
```
Positions in Å, forces in eV/Å.

Population analysis type natural (NBO), resulting atomic charges in e:
1 Ti 1.24
2 O -0.61
3 C 0.79
4 O -0.82
5 C -0.35
6 C 0.09
7 C -0.42
8 C -0.44
9 C 0.09
10 O -0.57
11 C -0.32
12 C 0.80
13 O -0.61
14 O -0.83
15 H 0.23
16 H 0.25
17 H 0.22
18 H 0.21
19 H 0.21
20 H 0.21
21 H 0.22
22 H 0.22
23 F -0.30
24 C 0.72
25 F -0.34
26 F -0.33
27 S 2.35
28 O -0.96
29 O -0.93
30 O -1.00
31 I 0.13
32 C -0.31
33 C -0.06
34 N -0.39
35 N -0.33
36 C -0.09
37 H 0.21
38 H 0.46
39 H 0.24
40 C -0.63
41 C -0.50
42 C -0.61
43 P 0.86
44 C -0.51
45 C -0.61
46 C -0.62
47 C -0.51
48 C -0.62
49 C -0.61
50 H 0.21
51 H 0.20
52 H 0.21
53 H 0.24
54 H 0.20
55 H 0.20
56 H 0.23
57 H 0.24
58 H 0.21
59 H 0.20
60 H 0.21
61 H 0.22
62 H 0.23
63 H 0.19
64 H 0.22
65 H 0.20
66 H 0.22
67 H 0.20
68 H 0.21
69 H 0.20
70 H 0.23



# 2
C21H32MnNSi | ωB97M-V/def2-TZVPD

Calculated values
Net charge: +1
Max |F|: 0.62 eV/Å
2S+1: 6
HOMO energy (alpha / beta): -10.360 / -10.556 eV
⟨S²⟩: 8.76
HOMO-LUMO gap (alpha / beta): 0.2769 / 0.2470 Ha
M: 381.52 Da
LUMO (alpha / beta): -2.826 / -3.836 eV

```
56
Properties=species:S:1:pos:R:3:forces:R:3
Mn 0.2159 0.6849 0.5337 0.143 -0.084 -0.324
C -1.3429 -2.2978 -0.4145 0.045 0.024 -0.024
C -1.2935 -1.2747 0.6915 -0.095 -0.144 -0.001
C -2.1443 -0.1481 0.6422 -0.128 -0.049 -0.008
C -3.1991 -0.0446 -0.4310 0.038 0.054 -0.023
C -2.0600 0.8549 1.6305 0.030 0.026 -0.035
C -2.9801 2.0481 1.5736 0.043 0.032 -0.025
C -1.1396 0.7221 2.6945 0.057 0.003 -0.056
C -1.1653 1.7058 3.8400 0.053 0.044 -0.055
C -0.2832 -0.4012 2.7394 -0.015 -0.056 0.105
C 0.6961 -0.5683 3.8751 -0.003 0.020 -0.034
C -0.4058 -1.4295 1.7760 -0.006 -0.044 0.030
C 0.3472 -2.7145 1.9957 0.035 0.003 0.036
H -2.1019 -3.0575 -0.2111 0.020 -0.004 -0.014
H -0.3827 -2.7913 -0.5412 0.000 0.007 -0.001
H -1.5781 -1.8287 -1.3669 -0.016 0.006 0.000
H -2.8737 0.5766 -1.2717 0.005 -0.014 0.026
H -4.1089 0.3959 -0.0298 -0.005 -0.001 -0.009
H -3.4550 -1.0218 -0.8263 -0.012 -0.015 -0.006
H -3.9135 1.8349 2.1029 0.023 0.011 -0.017
H -3.2362 2.3095 0.5491 -0.001 -0.009 0.022
H -2.5312 2.9258 2.0330 -0.006 -0.016 -0.006
H -0.5228 2.5730 3.6698 -0.003 -0.008 -0.010
H -0.8437 1.2345 4.7642 -0.007 0.004 -0.003
H -2.1753 2.0753 3.9983 0.001 0.002 0.005
H 0.2387 -1.1345 4.6910 0.003 0.012 -0.005
H 1.0227 0.3877 4.2756 0.000 -0.006 -0.003
H 1.5817 -1.1160 3.5620 -0.008 -0.003 0.000
H 1.4267 -2.5705 2.0120 -0.021 -0.009 -0.002
H 0.1272 -3.4590 1.2397 -0.011 0.001 0.018
H 0.0600 -3.1257 2.9666 0.017 0.005 -0.018
C -0.0844 2.9292 -0.9366 -0.143 0.150 0.072
Si 0.8248 1.8590 -2.2000 0.047 -0.020 0.025
C -0.3136 1.5881 -3.6444 -0.101 -0.080 -0.134
C 2.3838 2.6652 -2.7845 0.154 0.057 -0.075
N 1.1059 0.4786 -1.1959 -0.005 -0.278 0.556
C 1.8017 -0.7084 -1.4755 -0.055 0.139 -0.139
C 2.3450 -1.4730 -0.4387 0.029 0.098 0.090
C 2.9815 -2.6828 -0.6696 0.000 -0.022 -0.030
C 3.1143 -3.1638 -1.9643 -0.002 0.021 0.075
C 2.6159 -2.4018 -3.0106 -0.059 0.086 -0.080
C 1.9703 -1.1954 -2.7743 -0.041 -0.062 -0.158
H -0.3072 3.9511 -1.2525 0.020 -0.067 -0.059
H 0.5212 3.0402 -0.0248 -0.007 0.090 0.107
H -1.0589 2.4780 -0.6937 -0.027 0.071 0.058
H -0.4566 2.5251 -4.1915 -0.020 -0.063 0.034
H -1.2977 1.2183 -3.3404 0.065 0.006 -0.023
H 0.1119 0.8647 -4.3440 -0.076 0.057 -0.024
H 2.1616 3.5033 -3.4510 0.046 -0.036 0.040
H 2.9812 1.9420 -3.3474 0.012 0.060 0.009
H 2.9973 3.0326 -1.9589 -0.018 -0.028 -0.030
H 2.3084 -1.0658 0.5690 0.022 -0.010 0.091
H 3.3967 -3.2456 0.1581 -0.018 0.039 0.014
H 3.6148 -4.1037 -2.1545 -0.012 0.026 0.001
H 2.7272 -2.7528 -4.0292 -0.015 0.029 0.012
H 1.5749 -0.6274 -3.6085 0.028 -0.053 0.009
```
Positions in Å, forces in eV/Å.

Population analysis type natural (NBO), resulting atomic charges in e:
1 Mn 1.47
2 C -0.66
3 C -0.05
4 C -0.04
5 C -0.65
6 C -0.04
7 C -0.66
8 C -0.06
9 C -0.65
10 C -0.08
11 C -0.66
12 C 0.05
13 C -0.66
14 H 0.24
15 H 0.25
16 H 0.24
17 H 0.24
18 H 0.24
19 H 0.24
20 H 0.25
21 H 0.24
22 H 0.24
23 H 0.24
24 H 0.24
25 H 0.24
26 H 0.25
27 H 0.23
28 H 0.24
29 H 0.24
30 H 0.24
31 H 0.24
32 C -1.12
33 Si 1.79
34 C -1.13
35 C -1.14
36 N -1.32
37 C 0.25
38 C -0.31
39 C -0.18
40 C -0.24
41 C -0.17
42 C -0.27
43 H 0.28
44 H 0.20
45 H 0.21
46 H 0.25
47 H 0.23
48 H 0.25
49 H 0.25
50 H 0.26
51 H 0.25
52 H 0.17
53 H 0.22
54 H 0.23
55 H 0.22
56 H 0.21



# 3
C21H32N2O2S | ωB97M-V/def2-TZVPD

Calculated values
Max |F|: 1.26 eV/Å
ΔE to the lowest compared entry with this formula, charge and spin: 3.164 eV
2S+1: 1
HOMO energy: -8.049 eV
HOMO-LUMO gap: 0.3183 Ha
SMILES: CC(C)=CCN1CCN(Cc2ccc(C#CC(C)(C)O)s2)C[C@@H]1CCO
M: 376.57 Da
LUMO: 0.613 eV

```
58
Properties=species:S:1:pos:R:3:forces:R:3
C -0.6564 0.3343 -3.6462 -0.049 0.077 0.105
C -0.7705 1.8136 -3.8908 0.039 0.058 -0.109
C -0.2000 2.2816 -5.1969 -0.095 0.092 0.135
C -1.3475 2.6609 -3.0470 -0.089 -0.119 0.085
C -1.9791 2.3300 -1.7296 0.028 -0.041 -0.069
N -1.5211 3.2700 -0.7145 -0.104 -0.041 -0.170
C -2.2963 3.2495 0.5092 -0.092 -0.138 0.241
C -1.9657 2.0648 1.4249 -0.155 0.221 -0.179
N -0.5471 2.0966 1.7213 0.045 0.020 0.041
C -0.1366 1.1683 2.7640 -0.001 0.182 -0.004
C -0.3315 -0.2772 2.4257 0.242 -0.291 -0.163
C -1.4528 -1.0355 2.5944 0.205 0.251 0.075
C -1.3302 -2.3445 2.0917 0.256 -0.175 -0.182
C -0.1073 -2.5857 1.5276 -0.106 0.897 0.340
C 0.3535 -3.7628 0.9340 0.578 -0.995 -0.503
C 0.7984 -4.7581 0.4218 -0.548 0.526 0.226
C 1.2926 -5.9824 -0.1962 0.668 -0.249 0.013
C 1.8721 -6.8973 0.8952 -0.180 0.105 -0.131
C 2.3754 -5.6202 -1.2254 -0.232 -0.008 0.084
O 0.1851 -6.6050 -0.8328 -0.207 -0.069 -0.101
S 0.9138 -1.1746 1.6171 -0.742 -0.233 0.269
C 0.2234 1.9794 0.4985 -0.072 0.144 -0.307
C -0.0955 3.1620 -0.4311 0.295 0.237 0.124
C 0.4185 4.4796 0.1631 0.342 -0.139 -0.098
C 1.8943 4.7214 -0.1538 -0.342 -0.251 -0.142
O 2.3870 5.9021 0.4350 0.102 0.425 0.173
H 0.0696 -0.1074 -4.3242 0.051 -0.086 -0.030
H -1.6160 -0.1554 -3.8113 -0.019 -0.122 -0.018
H -0.3438 0.1221 -2.6257 0.001 -0.101 0.090
H -0.6741 1.7529 -6.0234 0.013 -0.039 -0.130
H 0.8685 2.0702 -5.2381 0.093 -0.041 -0.068
H -0.3496 3.3493 -5.3334 0.003 0.089 -0.057
H -1.3916 3.7134 -3.2922 0.017 0.174 -0.125
H -3.0633 2.4645 -1.8209 0.030 -0.087 0.061
H -1.7976 1.2792 -1.4627 -0.087 -0.004 -0.031
H -3.3584 3.2372 0.2546 0.017 0.045 0.007
H -2.0833 4.1742 1.0513 -0.092 -0.016 0.076
H -2.5221 2.1615 2.3603 -0.049 -0.037 -0.002
H -2.2675 1.1194 0.9397 0.008 0.024 0.080
H -0.7185 1.4088 3.6595 0.118 -0.060 -0.008
H 0.9196 1.3620 2.9730 -0.077 0.010 0.107
H -2.3407 -0.6688 3.0796 -0.135 0.119 0.096
H -2.1063 -3.0873 2.1389 -0.086 -0.156 -0.016
H 1.0879 -7.1728 1.5969 -0.031 0.002 0.026
H 2.6626 -6.3837 1.4358 0.092 0.010 0.040
H 2.2801 -7.8029 0.4479 0.050 -0.073 -0.063
H 1.9432 -5.0039 -2.0106 -0.023 0.029 -0.022
H 3.1791 -5.0669 -0.7467 0.104 0.019 0.023
H 2.7859 -6.5249 -1.6722 0.037 -0.096 -0.011
H 0.4931 -7.4221 -1.2404 0.040 0.012 0.019
H 1.2854 1.9882 0.7507 0.073 -0.050 -0.017
H 0.0107 1.0355 -0.0338 0.063 0.035 0.065
H 0.4053 2.9938 -1.3918 -0.015 -0.016 0.095
H -0.1738 5.2969 -0.2565 -0.023 0.021 0.002
H 0.2843 4.4699 1.2453 0.002 0.105 0.019
H 2.5133 3.9190 0.2530 -0.017 -0.032 -0.090
H 2.0393 4.7492 -1.2449 -0.001 -0.098 0.101
H 1.8298 6.6376 0.1567 0.054 -0.066 0.027
```
Positions in Å, forces in eV/Å.

Population analysis type natural (NBO), resulting atomic charges in e:
1 C -0.66
2 C 0.04
3 C -0.63
4 C -0.21
5 C -0.26
6 N -0.45
7 C -0.22
8 C -0.25
9 N -0.44
10 C -0.25
11 C -0.20
12 C -0.26
13 C -0.21
14 C -0.27
15 C -0.03
16 C 0.02
17 C 0.19
18 C -0.61
19 C -0.61
20 O -0.70
21 S 0.45
22 C -0.25
23 C -0.05
24 C -0.45
25 C -0.05
26 O -0.71
27 H 0.21
28 H 0.22
29 H 0.22
30 H 0.21
31 H 0.21
32 H 0.21
33 H 0.20
34 H 0.21
35 H 0.17
36 H 0.20
37 H 0.20
38 H 0.20
39 H 0.17
40 H 0.21
41 H 0.21
42 H 0.22
43 H 0.23
44 H 0.22
45 H 0.22
46 H 0.20
47 H 0.22
48 H 0.22
49 H 0.20
50 H 0.46
51 H 0.20
52 H 0.17
53 H 0.22
54 H 0.21
55 H 0.22
56 H 0.17
57 H 0.15
58 H 0.46



# 4
C21H32N4O3 | ωB97M-V/def2-TZVPD

Calculated values
Max |F|: 0.35 eV/Å
ΔE to the lowest compared entry with this formula, charge and spin: 3.539 eV
2S+1: 1
HOMO energy: -9.158 eV
HOMO-LUMO gap: 0.3603 Ha
SMILES: CCCCC/C=C/CC(=O)N1CC[C@@H]2C[C@]2(C(=O)NCc2nc(C)no2)CC1
M: 388.51 Da
LUMO: 0.645 eV

```
60
Properties=species:S:1:pos:R:3:forces:R:3
C 2.1765 5.5206 -3.5527 -0.009 -0.017 -0.009
C 1.5441 4.1341 -3.5617 0.010 0.019 0.009
C 1.6255 3.4390 -2.2081 -0.011 -0.016 -0.018
C 0.9957 2.0515 -2.2066 0.068 -0.004 -0.005
C 1.0895 1.3683 -0.8451 -0.145 -0.026 0.021
C 0.4276 0.0156 -0.7631 0.148 -0.050 0.023
C 0.4611 -0.9119 -1.7100 -0.072 0.039 0.017
C -0.2140 -2.2444 -1.5886 0.078 0.031 -0.005
C 0.6829 -3.3862 -2.0607 -0.030 -0.026 -0.031
O 1.8174 -3.1742 -2.4501 -0.038 0.002 -0.063
N 0.1267 -4.6372 -2.0889 0.109 -0.012 0.247
C 0.9240 -5.7435 -2.6172 -0.038 -0.060 -0.020
C 0.7590 -7.0289 -1.8159 0.014 0.081 0.011
C 1.0541 -6.8961 -0.3390 -0.010 -0.300 -0.173
C 0.1337 -7.4946 0.6671 0.092 -0.195 0.101
C 0.2603 -5.9892 0.5933 -0.092 0.172 -0.066
C 1.1390 -5.4547 1.6985 -0.072 -0.107 0.049
O 2.0087 -6.1513 2.1949 0.054 0.017 0.024
N 0.9329 -4.1876 2.1468 0.062 0.099 -0.088
C 1.7839 -3.6485 3.1891 -0.015 -0.061 0.014
C 1.9049 -2.1701 3.0803 0.010 -0.110 0.030
N 2.9677 -1.4463 3.1643 -0.067 -0.001 -0.077
C 2.4571 -0.1705 3.0449 -0.054 0.070 0.072
C 3.3046 1.0470 3.0692 0.073 0.026 0.045
N 1.1672 -0.1224 2.9095 0.001 0.104 -0.120
O 0.7827 -1.4654 2.9265 0.060 -0.034 0.013
C -0.9454 -5.1836 0.1127 -0.030 -0.049 0.092
C -1.1058 -4.9708 -1.3995 -0.047 0.092 -0.143
H 2.1077 5.9989 -4.5305 0.001 0.002 0.002
H 1.6823 6.1710 -2.8281 0.002 -0.001 0.005
H 3.2329 5.4664 -3.2821 0.000 0.000 0.005
H 0.4952 4.2107 -3.8641 -0.004 -0.007 0.000
H 2.0351 3.5114 -4.3156 -0.003 -0.007 0.000
H 2.6757 3.3613 -1.9053 0.005 0.002 0.005
H 1.1343 4.0617 -1.4521 0.003 0.005 0.007
H -0.0566 2.1228 -2.4988 -0.002 0.001 -0.002
H 1.4859 1.4379 -2.9677 -0.003 -0.007 -0.002
H 2.1423 1.2641 -0.5621 0.033 0.025 0.017
H 0.6409 2.0194 -0.0901 0.012 0.016 0.005
H -0.0764 -0.2115 0.1733 -0.002 -0.015 0.022
H 0.9854 -0.7320 -2.6411 -0.011 -0.004 -0.016
H -0.5350 -2.4019 -0.5565 -0.027 -0.017 -0.004
H -1.1205 -2.2630 -2.2027 -0.018 0.004 -0.008
H 0.6287 -5.9355 -3.6544 0.062 0.022 -0.026
H 1.9637 -5.4233 -2.6253 -0.018 0.034 0.025
H -0.2325 -7.4582 -1.9720 -0.017 0.022 0.024
H 1.4610 -7.7563 -2.2303 -0.040 -0.032 -0.005
H 2.1056 -6.9729 -0.0898 -0.039 0.155 0.094
H -0.7978 -7.9224 0.3131 0.002 0.109 -0.084
H 0.5627 -7.9836 1.5308 0.029 0.072 -0.015
H 0.2558 -3.5838 1.7200 -0.001 0.008 0.048
H 1.3854 -3.8916 4.1795 0.021 -0.015 0.011
H 2.7739 -4.0920 3.1171 -0.016 0.016 -0.026
H 2.6899 1.9412 3.1317 -0.023 -0.013 -0.042
H 3.9773 1.0091 3.9250 -0.015 -0.007 0.007
H 3.9202 1.0917 2.1707 -0.021 -0.006 -0.015
H -1.8605 -5.6474 0.4914 -0.016 0.018 -0.019
H -0.9380 -4.1902 0.5601 0.025 -0.023 -0.001
H -1.8398 -4.1801 -1.5561 -0.003 -0.013 0.010
H -1.5312 -5.8514 -1.8788 0.035 -0.027 0.034
```
Positions in Å, forces in eV/Å.

Population analysis type natural (NBO), resulting atomic charges in e:
1 C -0.60
2 C -0.39
3 C -0.39
4 C -0.38
5 C -0.43
6 C -0.16
7 C -0.19
8 C -0.52
9 C 0.69
10 O -0.62
11 N -0.45
12 C -0.21
13 C -0.42
14 C -0.20
15 C -0.38
16 C -0.17
17 C 0.70
18 O -0.64
19 N -0.61
20 C -0.28
21 C 0.53
22 N -0.48
23 C 0.32
24 C -0.65
25 N -0.16
26 O -0.31
27 C -0.40
28 C -0.21
29 H 0.21
30 H 0.20
31 H 0.20
32 H 0.19
33 H 0.19
34 H 0.19
35 H 0.19
36 H 0.20
37 H 0.20
38 H 0.21
39 H 0.21
40 H 0.19
41 H 0.21
42 H 0.21
43 H 0.23
44 H 0.19
45 H 0.24
46 H 0.20
47 H 0.23
48 H 0.25
49 H 0.21
50 H 0.24
51 H 0.40
52 H 0.22
53 H 0.26
54 H 0.24
55 H 0.24
56 H 0.24
57 H 0.22
58 H 0.19
59 H 0.21
60 H 0.21